{"formula": "C31H21F10N5O3Sn", "method": "ωB97M-V/def2-TZVPD", "gap_ev": 6.3, "charge": -2, "relative_energy_kj_mol": 0.00, "total_energy_ha": -2906.383662, "species": ["Sn", "C", "N", "C", "C", "N", "C", "C", "F", "C", "F", "C", "F", "C", "F", "C", "F", "C", "C", "N", "C", "C", "F", "C", "F", "C", "F", "C", "F", "C", "F", "H", "H", "H", "H", "H", "H", "H", "H", "H", "H", "H", "O", "C", "C", "C", "C", "C", "C", "C", "O", "N", "N", "C", "C", "C", "C", "C", "C", "C", "O", "H", "H", "H", "H", "H", "H", "H", "H", "H", "H"], "coordinates": [[0.48767, 0.55077, 0.54312], [3.53862, 0.46246, 1.88184], [2.82224, -0.56971, 1.14536], [2.55317, -1.75750, 1.96298], [1.32599, -1.52236, 2.84046], [0.12325, -1.42068, 2.03263], [-0.81834, -2.36578, 1.97195], [-0.85486, -3.67123, 2.52577], [0.22102, -4.16095, 3.19293], [-1.92737, -4.53514, 2.39155], [-1.86439, -5.74886, 2.95744], [-3.04973, -4.19356, 1.68170], [-4.09520, -5.03687, 1.56549], [-3.06600, -2.94373, 1.08921], [-4.14191, -2.57230, 0.38850], [-2.00501, -2.08883, 1.22443], [-2.09021, -0.88352, 0.61836], [3.47976, -0.84449, -0.13582], [2.75680, -1.82319, -1.04451], [1.41128, -1.36662, -1.32417], [0.70813, -2.00367, -2.26528], [1.02934, -3.17472, -3.00832], [2.18554, -3.84476, -2.76818], [0.21052, -3.72892, -3.97514], [0.61269, -4.83801, -4.61623], [-1.00931, -3.18602, -4.28873], [-1.80435, -3.73002, -5.23394], [-1.39168, -2.05342, -3.59398], [-2.57208, -1.48755, -3.87319], [-0.57774, -1.50139, -2.64098], [-1.02363, -0.38444, -2.03127], [4.55522, 0.13278, 2.15048], [3.61779, 1.36431, 1.27035], [3.00610, 0.72541, 2.79762], [2.32700, -2.58901, 1.29834], [3.43717, -2.03612, 2.56883], [1.29185, -2.26924, 3.63216], [1.44018, -0.54739, 3.33601], [3.55678, 0.11072, -0.66370], [4.50752, -1.21411, 0.03528], [3.37845, -1.88368, -1.94863], [2.79292, -2.82772, -0.60211], [2.20579, 3.32199, -3.17757], [1.00138, 3.68608, -3.65124], [0.92885, 4.17311, -4.95891], [-0.28760, 4.55750, -5.49655], [-1.45596, 4.45997, -4.74291], [-1.38247, 3.97631, -3.44468], [-0.16893, 3.59689, -2.87278], [-0.10412, 3.05822, -1.46986], [1.02148, 2.54599, -1.09356], [-1.18716, 3.17638, -0.74286], [-1.01554, 2.56503, 0.49912], [-1.78875, 2.94172, 1.42795], [-1.73434, 2.41543, 2.79812], [-2.84086, 2.66179, 3.62000], [-2.90253, 2.24704, 4.93845], [-1.79655, 1.56200, 5.46106], [-0.68169, 1.31777, 4.68560], [-0.58989, 1.72607, 3.32375], [0.49176, 1.47876, 2.65217], [2.01238, 2.89121, -2.29273], [1.84609, 4.22358, -5.53790], [-0.32832, 4.92015, -6.51843], [-2.41321, 4.74182, -5.16886], [-2.27142, 3.87756, -2.83179], [-2.53403, 3.70767, 1.20159], [-3.68224, 3.20003, 3.18812], [-3.78089, 2.43954, 5.54210], [-1.81827, 1.21046, 6.48768], [0.17186, 0.77901, 5.08628]], "forces_ev_per_a": [[-0.12, -0.67, 0.16], [0.02, -0.08, 0.09], [-0.04, 0.00, -0.02], [-0.08, 0.03, -0.02], [-0.18, 0.18, 0.11], [-0.10, 0.04, -0.05], [0.17, 0.20, -0.14], [-0.05, 0.11, -0.08], [0.17, -0.11, 0.15], [0.20, 0.18, 0.02], [0.07, -0.38, 0.20], [0.02, 0.07, -0.02], [-0.19, -0.16, -0.01], [0.12, 0.13, 0.00], [-0.26, 0.11, -0.17], [0.21, 0.20, 0.04], [-0.07, -0.06, 0.06], [0.02, 0.06, 0.09], [-0.25, 0.02, -0.10], [0.02, -0.24, -0.20], [0.10, 0.13, 0.23], [-0.15, 0.14, 0.00], [0.25, -0.19, 0.01], [0.13, 0.11, 0.19], [0.15, -0.34, -0.18], [0.00, 0.01, 0.01], [-0.15, -0.12, -0.20], [0.10, 0.09, 0.15], [-0.27, 0.13, -0.07], [0.12, 0.19, 0.17], [0.03, 0.03, 0.01], [0.05, -0.03, -0.03], [-0.03, -0.03, 0.00], [-0.03, -0.02, -0.12], [0.04, -0.01, 0.02], [-0.04, 0.12, -0.05], [-0.07, -0.15, 0.00], [0.03, -0.18, 0.00], [0.00, 0.03, 0.02], [0.01, 0.01, 0.03], [0.04, -0.01, -0.05], [0.01, -0.05, 0.00], [0.02, -0.02, -0.19], [0.00, 0.01, 0.09], [-0.05, 0.05, -0.06], [-0.02, -0.03, 0.05], [0.06, -0.03, 0.02], [0.03, 0.05, 0.02], [-0.10, -0.07, 0.05], [0.52, -0.05, 0.02], [-0.29, 0.32, -0.25], [-0.03, -0.13, 0.17], [0.13, 0.24, -0.45], [-0.16, -0.01, 0.41], [0.05, 0.00, -0.05], [0.10, 0.01, -0.05], [0.26, -0.13, 0.00], [-0.13, 0.09, -0.13], [0.01, 0.07, -0.16], [-0.25, 0.03, 0.13], [0.01, 0.07, -0.14], [-0.16, 0.04, 0.16], [-0.08, 0.00, 0.06], [0.00, 0.00, 0.02], [0.07, -0.01, 0.03], [0.07, 0.01, -0.04], [-0.10, 0.04, 0.05], [0.06, -0.03, 0.01], [0.02, -0.01, 0.00], [0.01, 0.00, 0.00], [-0.06, 0.04, 0.00]], "mulliken_charge": [1.539, -1.269, 1.093, -0.821, -0.926, 0.474, -0.423, 0.201, -0.376, 0.013, -0.346, 0.760, -0.360, -0.101, -0.332, 0.383, -0.326, -1.346, -0.920, 0.235, -0.283, 0.613, -0.375, -0.147, -0.345, 0.844, -0.366, -0.235, -0.328, 0.057, -0.241, 0.352, 0.280, 0.325, 0.217, 0.290, 0.547, -0.132, 0.355, 0.314, 0.561, 0.418, -0.743, 0.215, -0.665, -0.206, -0.772, -0.343, 0.180, 0.850, -0.955, -0.962, 0.771, -0.830, 0.813, -0.688, -0.657, -0.515, -0.564, 0.485, -0.825, 0.426, 0.394, 0.342, 0.361, 0.422, 0.255, 0.321, 0.363, 0.351, 0.301]}

=====

{"formula": "C3H3N3O", "method": "ωB97M-V/def2-TZVPD", "gap_ev": 9.9, "charge": 0, "relative_energy_kj_mol": 559.16, "smiles": "C1Nc2nonc21", "total_energy_ha": -355.426915, "species": ["C", "N", "C", "N", "O", "N", "C", "H", "H", "H"], "coordinates": [[0.22222, 0.99364, 0.74145], [-0.13269, -0.42995, 1.30245], [-0.01527, -0.96415, -0.02711], [-0.51086, -1.77905, -1.00940], [-0.08214, -0.98542, -2.14081], [0.42331, 0.24458, -1.88941], [0.49505, 0.26859, -0.57479], [1.23474, 1.39365, 1.01445], [-0.54822, 1.68344, 0.76613], [-1.08613, -0.42533, 1.81704]], "forces_ev_per_a": [[3.85, -2.48, -0.43], [-1.54, 1.08, 0.95], [-1.81, 0.54, -2.27], [2.33, 3.21, 2.27], [-0.26, -1.40, -1.02], [-0.13, -0.22, 2.21], [-1.81, -1.32, -1.22], [-1.28, -0.18, 0.96], [-1.48, 1.26, -0.05], [2.13, -0.48, -1.40]], "nbo_charge": [-0.225, -0.594, 0.265, -0.120, -0.173, -0.036, 0.046, 0.222, 0.218, 0.396]}

=====

Number 1 is which compound?
C31H21F10N5O3Sn